--- P ---
This record from OMol25 describes one molecule with the formula C5H10OS. The level of theory is ωB97M-V/def2-TZVPD.

## Properties
2S+1: 1
Structure (SMILES): CS/C(C)=C\CO
LUMO: 0.77 eV

Each line ends with the Löwdin charge.
Geometry (Å):
O (2.099, -0.882, 0.037)  -0.21
H (-2.030, 2.045, -0.834)  0.10
H (2.144, 0.876, -1.408)  0.15
C (0.817, 1.300, 0.310)  -0.08
H (-0.777, -2.749, 0.540)  0.06
H (3.080, 0.905, 0.261)  0.10
C (-1.638, 1.684, 0.177)  -0.18
H (1.113, 2.154, 0.933)  0.11
S (-1.055, -0.750, -0.686)  0.84
H (1.144, -1.385, -0.250)  0.09
C (-0.431, 0.860, 0.045)  -0.58
H (-1.345, 2.532, 0.793)  0.06
C (-0.768, -1.641, 0.835)  -0.46
H (-1.598, -1.445, 1.425)  -0.01
H (0.154, -1.511, 1.549)  0.10
H (-2.459, 0.997, 0.783)  0.12
C (2.131, 0.570, -0.218)  -0.23

--- Q ---
This record from OMol25 describes a 2-piece molecular cluster, C5H10OS overall. The level of theory is ωB97M-V/def2-TZVPD.

## Properties
2S+1: 1
LUMO (spin up / spin down): -0.27 / 0.10 eV

Each line ends with the Löwdin charge.
Geometry (Å):
H (-2.205, -1.536, -1.262)  0.06
C (-0.583, -0.639, -0.575)  -0.01
H (-0.735, -2.249, -1.917)  0.11
H (0.962, 2.190, -0.390)  0.10
C (-1.252, -1.817, -1.059)  -0.08
O (1.174, -1.523, 0.475)  -0.74
C (0.779, 1.317, 0.235)  -0.21
H (1.184, -2.256, 2.518)  -0.16
S (0.845, -2.758, 1.327)  0.66
H (-0.059, 0.754, 2.274)  0.07
C (0.268, 1.570, 1.644)  -0.10
C (-0.426, 0.653, -0.556)  -0.07
H (-1.076, 1.252, -1.065)  0.09
H (-1.475, -2.586, -0.331)  0.06
H (1.609, 0.682, -0.063)  0.09
H (0.933, 2.094, 2.272)  0.05
H (-0.770, 2.077, 1.516)  0.11

Which structure is the most stable? The one labeled P.

--- P ---
This record from OMol25 describes one molecule with the formula C2H3F2I. The level of theory is ωB97M-V/def2-TZVPD.

## Properties
2S+1: 1
Structure (SMILES): CC(F)(F)I
LUMO: 0.09 eV

Each line ends with the Löwdin charge.
Geometry (Å):
F (-0.506, -1.258, 0.991)  0.12
H (0.937, 0.934, -0.920)  0.07
H (1.463, -0.464, 0.216)  0.12
C (-0.479, -0.447, 0.040)  -0.96
H (0.787, 1.146, 0.776)  0.07
F (-0.620, -1.195, -1.114)  -0.03
I (-2.370, 0.867, 0.018)  0.66
C (0.787, 0.417, -0.008)  -0.05

--- Q ---
This record from OMol25 describes C2H3F2I as an isolated structure. The level of theory is ωB97M-V/def2-TZVPD.

## Properties
2S+1: 1
LUMO: 0.25 eV

Each line ends with the Löwdin charge.
Geometry (Å):
C (0.031, 0.948, 0.044)  -0.28
F (1.155, 0.290, -1.984)  -0.11
C (1.123, 0.043, -0.638)  -0.82
H (-0.745, 1.342, -0.721)  0.14
I (3.102, -0.108, 0.104)  0.83
H (0.680, -1.281, -0.466)  0.17
F (0.552, 2.042, 0.614)  -0.07
H (-0.668, 0.571, 0.910)  0.15

Which structure is the most stable? The one labeled P.

--- P ---
This record from OMol25 describes an isolated ion of composition C5H14N2 and charge +1. The level of theory is ωB97M-V/def2-TZVPD.

## Properties
Net charge: +1
Expectation value of S²: 0.754
2S+1: 2
LUMO (spin up / spin down): -3.21 / -8.53 eV

Each line ends with the Löwdin charge.
Geometry (Å):
H (-3.346, 1.340, -0.907)  0.09
H (-2.058, 0.952, 1.119)  0.12
H (1.729, 1.584, -0.226)  0.13
H (0.661, -0.275, 1.323)  0.20
H (-0.565, 0.578, -1.413)  0.14
C (-0.674, 0.666, -0.334)  -0.14
C (1.884, 0.509, -0.211)  -0.21
H (-4.108, 0.195, 0.075)  0.08
H (-0.323, -2.017, 0.163)  0.15
C (0.533, -0.092, 0.229)  -0.32
C (-1.991, 0.203, 0.322)  -0.25
N (0.511, -1.511, -0.154)  0.34
H (3.685, 0.781, 0.708)  0.09
H (3.456, -0.662, 0.300)  0.08
H (1.338, -1.956, 0.266)  0.15
H (2.165, 0.176, -1.212)  0.13
H (-3.175, -0.318, -1.425)  0.08
C (-3.228, 0.313, -0.552)  -0.09
H (-1.951, -0.707, 0.929)  0.10
N (2.934, 0.095, 0.745)  0.01
H (-0.430, 1.665, -0.005)  0.12

--- Q ---
This record from OMol25 describes a 3-piece molecular cluster, C5H14N2 overall. The level of theory is ωB97M-V/def2-TZVPD.

## Properties
Net charge: +1
Expectation value of S²: 0.762
2S+1: 2
LUMO (spin up / spin down): -5.65 / -7.82 eV

Each line ends with the Löwdin charge.
Geometry (Å):
H (-0.195, -0.154, 1.839)  0.13
H (0.221, -3.418, -1.056)  0.27
H (-1.627, 1.905, 2.081)  0.07
N (0.644, 1.094, 0.410)  0.04
C (0.588, -1.798, -2.050)  -0.06
H (-0.140, 2.712, 1.945)  0.08
H (-0.259, -2.709, -1.314)  0.11
H (-0.271, -1.444, -2.631)  0.13
H (-0.727, -1.303, -0.137)  0.16
H (1.359, -2.160, -2.799)  0.14
H (0.933, 0.700, -0.519)  0.09
H (-1.586, 3.451, 1.302)  0.09
C (-0.589, 1.797, 0.115)  -0.25
C (0.615, -0.197, 1.135)  -0.16
C (-1.041, 2.498, 1.384)  -0.08
H (0.581, -2.186, 0.682)  0.13
H (-0.339, 2.589, -0.559)  0.12
N (1.206, -1.012, -1.099)  0.03
C (0.421, -1.258, 0.104)  -0.32
H (1.611, -0.385, 1.579)  0.15
H (-1.407, 1.278, -0.413)  0.13

Which structure is the most stable? The one labeled P.

--- P ---
This record from OMol25 describes an isolated ion of composition C5H14N2 and charge +1. The level of theory is ωB97M-V/def2-TZVPD.

## Properties
Net charge: +1
Expectation value of S²: 0.754
2S+1: 2
LUMO (spin up / spin down): -2.83 / -8.11 eV

Each line ends with the Löwdin charge.
Geometry (Å):
H (-0.652, 1.621, -2.958)  0.09
H (-1.191, -0.012, -3.421)  0.09
C (0.472, -0.712, 1.312)  -0.14
C (0.474, 0.127, -1.942)  -0.20
H (-1.261, 0.198, 2.285)  0.13
H (0.107, 0.023, 3.287)  0.12
C (0.272, -1.158, -1.131)  -0.17
H (0.809, -1.594, 1.888)  0.16
H (1.452, -0.302, 1.023)  0.16
N (0.264, 1.645, 2.030)  0.00
H (-0.474, 2.326, 2.204)  0.09
H (-0.389, -1.913, -1.623)  0.16
H (1.399, 0.093, -2.520)  0.13
H (-1.202, -0.482, 0.177)  0.16
C (-0.146, 0.278, 2.267)  -0.27
H (0.537, 2.012, 1.121)  0.07
H (0.734, 0.914, -1.203)  0.11
H (-1.635, 0.653, -1.896)  0.08
C (-0.800, 0.590, -2.605)  -0.09
H (1.154, -1.794, -1.011)  0.14
N (-0.371, -1.081, 0.169)  0.19

--- Q ---
This record from OMol25 describes an isolated ion of composition C5H14N2 and charge +1. The level of theory is ωB97M-V/def2-TZVPD.

## Properties
Net charge: +1
Expectation value of S²: 0.757
2S+1: 2
LUMO (spin up / spin down): -3.03 / -9.21 eV

Each line ends with the Löwdin charge.
Geometry (Å):
H (-1.644, -0.489, 0.500)  0.15
H (1.398, -0.507, 2.701)  0.11
H (1.705, -0.779, 0.847)  0.07
H (0.473, -1.675, 1.767)  0.08
C (-0.847, 0.052, -0.036)  -0.26
N (-0.957, -1.350, -2.186)  0.10
H (-0.977, 1.894, -1.104)  0.11
H (1.765, 1.993, 1.495)  0.11
H (1.497, 1.268, -0.197)  0.08
C (1.014, -0.720, 1.679)  -0.04
H (-1.535, -2.163, -1.926)  0.11
H (0.865, -0.543, -1.295)  0.12
N (-1.637, 1.204, -0.709)  0.23
C (0.105, 0.498, 1.168)  -0.35
H (-0.623, 0.702, 1.937)  0.13
H (0.521, 2.536, 0.452)  0.09
H (-1.792, 0.935, -1.696)  0.12
H (-0.297, -1.766, -2.867)  0.11
H (0.018, -1.771, -0.300)  0.14
C (-0.102, -0.915, -0.981)  -0.13
C (1.051, 1.596, 0.750)  -0.08

Which structure is the most stable? The one labeled P.